Density functional theory data (ωB97M-V/def2-TZVPD) for 2 unconnected molecules or ions with the total composition C5H7NS.

## Properties
DFT total energy (hartree): -647.5056
Kohn-Sham gap (eV): 8.75
Energy above the lowest of the compared OMol25 structures with the same formula, charge and spin (eV): 4.121

ORCA input file:
```
! RIJCOSX wB97M-V def2-TZVPD def2/J DEFGRID3
* xyz 0 1
C -1.108 0.510 0.871
C -0.995 -0.946 0.709
C -0.071 -1.473 -0.145
C 0.613 0.947 -1.147
C -0.240 1.318 -0.101
H 0.359 0.274 2.224
H -0.030 2.170 1.848
H -2.303 0.569 0.987
H -1.503 -1.734 1.303
H 0.175 -2.480 0.245
H 1.199 1.736 -1.713
H -0.440 2.440 -0.039
N -0.475 0.916 2.264
S 1.042 -0.721 -1.364
*
```

=====

Density functional theory data (ωB97M-V/def2-TZVPD) for 5 unconnected molecules or ions with the total composition C15H30O15.

## Properties
DFT total energy (hartree): -1718.0678
Kohn-Sham gap (eV): 10.94
SMILES: COC(=O)OC.COC(=O)OC.COC(=O)OC.COC(=O)OC.COC(=O)OC
Energy above the lowest of the compared OMol25 structures with the same formula, charge and spin (eV): 3.215

ORCA input file:
```
! RIJCOSX wB97M-V def2-TZVPD def2/J DEFGRID3
* xyz 0 1
C -0.104 -7.052 -4.714
O -0.337 -5.753 -5.069
C -1.359 -4.955 -4.562
O -2.069 -5.191 -3.613
O -1.351 -3.825 -5.251
C -2.398 -2.854 -5.166
H 0.083 -7.217 -3.653
H 0.773 -7.374 -5.276
H -1.018 -7.570 -5.004
H -2.257 -2.383 -4.194
H -3.374 -3.287 -4.947
H -2.381 -2.198 -6.037
C 8.958 0.323 3.213
O 9.404 -1.000 2.760
C 10.295 -1.765 3.435
O 10.837 -1.505 4.526
O 10.550 -2.842 2.625
C 11.231 -3.951 3.171
H 9.427 1.111 2.624
H 9.289 0.530 4.231
H 7.885 0.347 3.023
H 12.076 -4.214 2.536
H 10.643 -4.869 3.160
H 11.621 -3.780 4.175
C -1.219 -0.517 4.348
O -2.155 -0.534 3.296
C -3.231 -1.320 3.115
O -3.413 -2.308 3.766
O -3.875 -0.850 2.084
C -4.921 -1.596 1.546
H -0.490 -1.324 4.268
H -1.750 -0.637 5.292
H -0.681 0.428 4.416
H -5.680 -1.866 2.280
H -4.396 -2.425 1.070
H -5.378 -1.106 0.686
C -6.360 4.747 -1.003
O -7.309 5.055 -0.032
C -7.776 6.314 0.030
O -7.359 7.256 -0.659
O -8.751 6.326 0.957
C -9.160 7.536 1.407
H -5.471 5.237 -0.607
H -6.675 5.031 -2.007
H -6.176 3.678 -1.107
H -9.600 8.187 0.652
H -8.261 8.101 1.653
H -9.639 7.460 2.383
C 1.424 3.924 -2.489
O 1.696 2.482 -2.587
C 1.962 1.754 -1.501
O 2.078 2.148 -0.403
O 1.983 0.449 -1.885
C 2.334 -0.611 -1.047
H 1.246 4.261 -3.510
H 2.304 4.500 -2.203
H 0.687 4.218 -1.742
H 1.848 -0.767 -0.084
H 3.355 -0.460 -0.699
H 2.383 -1.496 -1.682
*
```

=====

Density functional theory data (ωB97M-V/def2-TZVPD) for a molecular structure, C22H17N4O7RuS3.

## Properties
DFT total energy (hartree): -2883.6238
Kohn-Sham gap (spin up / spin down) (eV): 7.73 / 7.41
Energy above the lowest of the compared OMol25 structures with the same formula, charge and spin (eV): 0.465

ORCA input file:
```
! RIJCOSX wB97M-V def2-TZVPD def2/J DEFGRID3
* xyz 0 2
Ru -0.053 -0.005 0.147
O 1.498 -0.241 -1.096
N 2.055 0.889 -1.570
C 3.213 0.712 -2.248
C 3.863 1.769 -2.812
C 3.301 3.044 -2.672
C 2.131 3.195 -1.980
C 1.473 2.094 -1.400
S 0.014 2.254 -0.507
H 3.535 -0.318 -2.283
H 4.786 1.606 -3.345
H 3.786 3.905 -3.111
H 1.670 4.164 -1.854
O 0.619 0.587 2.158
C -0.007 1.270 2.980
C -1.371 1.660 2.943
C -1.828 2.480 3.990
C -3.129 2.883 4.031
C -4.040 2.488 3.024
C -3.630 1.684 2.010
C -2.278 1.204 1.921
O -1.967 0.428 0.976
N -3.584 3.730 5.119
O -4.759 4.049 5.135
O -2.778 4.046 5.977
H 0.544 1.577 3.882
H -1.149 2.796 4.771
H -5.058 2.845 3.076
H -4.310 1.379 1.228
O -1.531 -5.274 0.092
C -2.470 -4.640 -0.631
C -3.503 -5.413 -1.164
C -4.514 -4.820 -1.890
C -4.523 -3.444 -2.109
C -3.492 -2.677 -1.608
C -2.454 -3.256 -0.874
C -1.368 -2.395 -0.380
O -1.229 -1.228 -0.935
N -0.608 -2.822 0.599
N 0.387 -1.885 0.817
C 1.544 -2.349 1.121
S 1.779 -4.061 1.390
C 3.571 -3.922 1.617
C 3.851 -2.593 2.289
S 2.946 -1.328 1.355
H -0.953 -4.595 0.499
H -3.489 -6.478 -0.979
H -5.313 -5.434 -2.286
H -5.325 -2.982 -2.668
H -3.459 -1.609 -1.774
H 4.066 -3.977 0.648
H 3.891 -4.765 2.229
H 4.909 -2.337 2.249
H 3.519 -2.593 3.327
*
```

=====

Density functional theory data (ωB97M-V/def2-TZVPD) for 4 unconnected molecules or ions with the total composition C3H14N2O3.

## Properties
DFT total energy (hartree): -457.9242
Kohn-Sham gap (eV): 7.97
SMILES: C/C(N)=C/N.O.O.O
Energy above the lowest of the compared OMol25 structures with the same formula, charge and spin (eV): 0.405

ORCA input file:
```
! RIJCOSX wB97M-V def2-TZVPD def2/J DEFGRID3
* xyz 0 1
C -1.894 1.375 0.145
C -0.520 0.888 -0.260
N 0.361 0.505 0.790
C -0.143 0.740 -1.527
N 1.096 0.188 -1.883
H -2.298 2.036 -0.624
H -2.557 0.504 0.211
H -1.884 1.926 1.081
H 0.005 0.729 1.718
H 0.487 -0.506 0.793
H -0.815 1.054 -2.311
H 1.842 0.422 -1.241
H 1.338 0.281 -2.853
O 0.005 -2.578 -0.215
H 0.345 -2.554 -1.124
H 0.640 -3.093 0.297
O 3.209 1.291 0.420
H 3.165 2.260 0.353
H 2.437 1.066 0.974
O -1.475 -2.057 2.108
H -2.356 -2.379 1.880
H -0.988 -2.095 1.267
*
```

=====

Density functional theory data (ωB97M-V/def2-TZVPD) for a molecular structure, CuH12O6.

## Properties
DFT total energy (hartree): -2098.5148
Kohn-Sham gap (spin up / spin down) (eV): 12.86 / 9.57
Energy above the lowest of the compared OMol25 structures with the same formula, charge and spin (eV): 0.056

ORCA input file:
```
! RIJCOSX wB97M-V def2-TZVPD def2/J DEFGRID3
* xyz 2 2
Cu 0.013 -0.027 0.128
O 0.415 2.081 0.275
H -0.192 2.817 0.450
H 1.154 2.469 -0.219
O -0.292 0.153 -2.084
H 0.344 0.299 -2.800
H -1.136 -0.024 -2.528
O 2.118 -0.372 -0.319
H 2.700 -1.147 -0.250
H 2.551 0.219 -0.955
O -0.798 -2.092 -0.205
H -1.706 -2.425 -0.147
H -0.262 -2.861 -0.453
O 0.652 -0.323 2.129
H 0.220 0.261 2.774
H 1.121 -0.989 2.656
O -1.929 0.631 0.638
H -2.636 -0.022 0.787
H -2.338 1.348 0.123
*
```

=====

Density functional theory data (ωB97M-V/def2-TZVPD) for a molecular structure, C9H22ClISSb.

## Properties
DFT total energy (hartree): -1752.3120
Kohn-Sham gap (eV): 6.83

ORCA input file:
```
! RIJCOSX wB97M-V def2-TZVPD def2/J DEFGRID3
* xyz -1 1
C 1.294 -2.867 -0.421
C 0.292 -2.245 -1.412
C -0.839 -1.429 -0.737
I -2.722 -2.428 -1.172
Sb -0.834 0.662 -1.618
C 1.356 0.855 -1.172
C 1.804 0.441 0.231
C 1.908 1.614 1.231
S 3.544 1.773 2.017
C -1.336 1.727 0.275
C -1.628 0.925 1.499
C -2.937 0.148 1.418
Cl -1.733 2.083 2.971
H 2.315 -2.589 -0.667
H 1.222 -3.949 -0.411
H 1.123 -2.535 0.601
H -0.131 -3.065 -1.972
H 0.820 -1.627 -2.134
H -0.659 -1.496 0.330
H -2.564 0.500 -1.961
H -0.430 -0.094 -3.167
H -0.819 2.240 -2.414
H 1.543 1.918 -1.290
H 1.907 0.349 -1.959
H 1.169 -0.322 0.676
H 2.792 -0.007 0.157
H 1.199 1.455 2.034
H 1.655 2.558 0.766
H 3.968 0.510 1.899
H -0.539 2.438 0.469
H -2.219 2.322 0.049
H -0.788 0.298 1.768
H -3.644 0.492 2.156
H -2.747 -0.913 1.543
H -3.340 0.259 0.415
*
```

=====

Which value of DFT total energy does entry 4 give? -457.9242 hartree